1.
110
Properties=species:S:1:pos:R:3:forces:R:3 method="wB97M-V/def2-TZVPD" charge=-1 homo_energy_ev=-4.6 gap_ha=0.228
C 6.19080 1.33236 0.28417 0.355 0.424 0.285
C 5.33686 0.93053 1.46176 0.417 -0.307 -0.453
O 5.47112 -0.17411 1.89633 -0.323 -0.515 0.366
N 4.49552 1.94247 2.06476 0.246 -0.170 -0.324
C 5.04969 2.30584 3.36160 0.126 0.660 0.179
C 5.29030 3.77051 3.62153 -0.640 -0.150 -0.384
O 5.36738 1.49730 4.17636 0.317 -0.733 0.219
C 2.99589 1.81904 2.02504 -0.617 0.976 1.031
N 2.60597 2.08716 3.44815 -0.746 0.354 -1.081
C 1.45390 2.08634 3.84591 0.908 -0.900 0.323
S 0.12169 1.79313 4.57291 -0.562 0.440 0.202
N 2.44480 0.58903 1.62242 -0.060 -0.120 -0.408
C 2.72103 -0.55920 2.49655 0.041 -0.052 0.679
N 1.60766 -1.03743 3.30245 0.118 0.071 0.151
C 2.44828 0.28455 0.20299 0.118 -0.553 -0.131
C 1.49178 -0.85251 -0.20429 0.286 0.013 -0.704
C 2.17179 -2.19962 -0.45292 -0.158 0.049 0.030
F 0.40854 -0.97701 0.65193 0.044 -0.045 0.152
C 2.47072 3.07856 1.17414 1.612 -0.744 -0.715
F 2.73223 4.18022 1.93143 -0.547 0.030 0.242
O 1.22484 2.92322 0.66727 0.056 0.271 0.358
C 0.03605 3.60804 0.99626 -1.622 0.274 0.544
O -0.81548 2.60012 1.49087 0.570 -0.114 -0.511
C -2.19264 2.81646 1.34359 -0.504 -0.724 0.320
C -2.91263 1.91559 2.33822 -0.399 1.270 -0.009
N -4.36168 2.04138 2.08106 -0.102 -0.553 0.398
C -5.13614 1.03928 2.82788 0.017 -0.172 -0.234
C -5.49615 -0.13892 1.90868 0.132 0.600 -0.524
C -6.59891 0.29775 0.94754 0.350 -0.437 0.377
O -4.36288 -0.53860 1.13571 0.084 -0.261 0.187
P -0.58395 4.33500 -0.64348 0.579 -0.567 -0.603
N -0.66259 3.27128 -1.81112 -0.263 0.225 0.038
C 0.02128 4.83415 1.97777 0.723 1.497 0.107
O -0.55817 4.73795 3.06561 -0.066 -0.669 -0.096
O 0.52609 5.86365 1.46000 -0.148 -0.477 -0.111
P 3.61816 3.44428 -0.33371 -0.219 0.880 -0.291
S 2.98748 4.83796 -1.52896 -0.051 -0.184 -0.059
H 7.06728 0.69183 0.26521 -0.045 -0.226 0.025
H 5.65932 1.19746 -0.65412 -0.099 0.084 -0.074
H 6.54436 2.35636 0.39804 -0.192 0.151 -0.201
H 6.26850 3.88246 4.07457 0.111 0.071 0.033
H 5.16500 4.35709 2.71781 0.136 0.158 0.015
H 4.52418 4.07555 4.33233 0.008 0.163 0.083
H 3.12971 -1.39375 1.93168 -0.075 0.136 -0.437
H 3.51108 -0.27556 3.18756 0.076 -0.080 0.031
H 1.64840 -0.57661 4.19989 -0.177 0.030 0.049
H 0.71566 -0.79598 2.89084 0.024 -0.071 -0.192
H 2.19273 1.12492 -0.42938 -0.200 0.309 0.399
H 3.43150 -0.05295 -0.13155 0.147 0.083 -0.032
H 1.08021 -0.56006 -1.17079 -0.201 0.227 0.078
H 3.25692 -2.11748 -0.42161 0.084 0.032 0.196
H 1.91394 -2.55903 -1.44373 -0.145 -0.024 0.163
H 1.84771 -2.96749 0.24672 -0.012 0.048 0.162
H -2.54023 2.52751 0.34651 0.143 0.189 -0.203
H -2.49757 3.84032 1.56927 0.209 0.192 -0.076
H -2.70993 2.33360 3.32928 0.364 -0.453 0.197
H -2.59185 0.88554 2.24846 -0.002 -0.133 0.003
H -4.66094 2.94525 2.41997 0.142 0.164 -0.164
H -6.07385 1.48471 3.16374 -0.058 0.051 0.063
H -4.60718 0.69495 3.72377 0.142 -0.021 0.006
H -5.77609 -1.00974 2.49177 -0.172 -0.057 0.027
H -6.64305 -0.40535 0.12502 -0.296 -0.132 -0.020
H -7.55137 0.35154 1.47044 -0.148 0.075 -0.112
H -6.32033 1.26316 0.52585 -0.122 0.165 0.032
H -4.23612 0.14810 0.47237 0.115 0.123 0.057
H 0.31405 5.38087 -0.85099 -0.012 -0.025 0.115
H -1.79658 4.99337 -0.36847 0.094 0.077 0.319
H -1.60958 3.20536 -2.16540 0.008 -0.194 -0.046
H 4.81966 3.85303 0.25367 0.020 -0.309 0.182
H 3.91259 2.23429 -0.97731 -0.005 -0.055 0.219
C -8.10008 -3.12066 3.66567 0.050 -0.077 0.046
O -7.91773 -2.12332 2.99817 -0.104 0.007 0.030
N -7.49923 -3.31116 4.88291 -0.049 0.033 -0.001
N -8.92061 -4.14116 3.25466 -0.025 0.027 0.016
H -7.63262 -4.12710 5.44747 0.001 -0.026 -0.021
H -6.88922 -2.58532 5.20888 0.026 0.010 -0.025
H -9.37093 -4.03263 2.36609 0.022 0.020 -0.027
H -9.08277 -4.97296 3.78760 0.029 -0.003 0.021
C 1.94492 -5.68507 -2.27406 0.041 -0.073 0.003
O 1.97616 -4.46814 -2.28300 0.040 -0.267 -0.316
N 2.94091 -6.43602 -1.71471 0.004 0.026 -0.010
N 0.90843 -6.39511 -2.81821 0.014 0.027 -0.045
H 2.93602 -7.43685 -1.69247 -0.028 -0.011 -0.004
H 3.71128 -5.94113 -1.30593 -0.003 0.025 0.004
H 0.16131 -5.86894 -3.22969 -0.013 0.029 0.028
H 0.86016 -7.39507 -2.81768 0.017 -0.011 0.035
C 4.71296 -0.71684 -3.16657 0.009 -0.084 -0.051
O 4.38261 0.02553 -2.25164 0.092 -0.034 -0.119
N 5.67424 -0.35971 -4.07550 0.026 0.049 0.034
N 4.16356 -1.94800 -3.35724 -0.102 0.041 -0.125
H 5.96370 -0.94946 -4.83183 -0.032 -0.048 0.010
H 6.09711 0.54232 -3.96664 -0.035 0.031 0.001
H 3.46433 -2.25646 -2.70280 0.032 -0.086 0.006
H 4.42529 -2.56379 -4.11024 -0.003 -0.097 0.043
C 2.96861 -4.15618 -6.47687 -0.251 0.167 0.056
O 3.97455 -4.29729 -5.80206 0.182 0.035 0.033
N 2.10018 -3.12047 -6.28457 0.128 -0.025 -0.025
N 2.63192 -5.02938 -7.47732 0.053 -0.021 0.022
H 1.26737 -2.98652 -6.82442 -0.012 -0.017 -0.005
H 2.31477 -2.46869 -5.55053 -0.040 -0.010 0.058
H 3.25126 -5.80002 -7.63934 0.021 -0.004 0.011
H 1.81080 -4.93438 -8.04242 -0.019 0.032 0.016
C -6.88072 0.71030 -3.10340 0.143 0.095 0.008
O -7.11769 0.00299 -2.14436 -0.130 -0.044 -0.205
N -5.61567 0.87141 -3.60099 -0.055 -0.092 -0.040
N -7.86039 1.41273 -3.76130 -0.016 -0.060 -0.030
H -5.39535 1.45638 -4.38323 -0.003 0.050 0.024
H -4.87531 0.38013 -3.13559 0.013 0.028 0.045
H -8.79627 1.32103 -3.41624 -0.002 0.001 0.039
H -7.68460 2.00598 -4.54842 0.040 0.021 0.013


2.
92
Properties=species:S:1:pos:R:3:forces:R:3 method="wB97M-V/def2-TZVPD" charge=+1 homo_energy_ev="-9.5 / -9.4" de_lowest_ev=1.415 gap_ha="0.284 / 0.261" spin_multiplicity=3
Pd 0.37128 0.35740 0.35255 0.284 0.453 -2.612
C 3.05953 2.51664 -0.73420 1.804 1.277 -0.723
C 2.13578 2.29030 -1.89498 -1.373 0.850 1.436
C 2.81806 2.15916 -3.26578 0.085 -0.773 -0.134
O 1.22830 1.33841 -1.44747 -0.808 -1.656 -1.481
H 3.82209 3.23259 -1.04084 0.479 0.182 -0.124
H 3.60992 1.60556 -0.49943 -0.342 -0.123 0.505
H 2.59586 3.05254 0.09400 -0.414 -0.799 0.187
H 1.53861 3.19870 -1.97420 0.058 0.868 -0.273
H 2.13761 2.16124 -4.11730 -0.503 -0.273 0.227
H 3.42061 1.25410 -3.34254 0.075 -0.272 0.047
H 3.48525 2.97905 -3.53174 0.091 0.260 0.620
C -4.14963 0.82127 -1.05281 0.027 -0.109 -0.098
S -3.17613 -0.19332 0.17987 -0.696 1.359 -0.187
O -1.84210 0.47338 0.29483 -1.589 0.661 -0.045
C -4.19356 0.39150 1.60033 -0.374 -0.015 0.665
H -4.01179 1.90041 -0.98534 0.691 -0.007 0.486
H -5.22903 0.70813 -0.95191 0.026 -0.639 0.196
H -3.85356 0.56150 -2.06916 0.120 -0.246 0.158
H -4.33560 1.47213 1.61368 0.206 -0.058 -0.362
H -3.83127 0.10960 2.58895 0.869 -0.122 -0.243
H -5.18545 -0.05737 1.65309 -0.103 -0.185 -0.829
C 4.44037 -1.21529 -0.94320 0.002 -0.126 0.715
S 3.27535 -1.94124 0.26854 -1.375 1.181 -1.387
O 2.11890 -0.94954 0.26639 2.283 -1.730 0.054
C 2.64298 -3.34386 -0.72577 -0.107 0.240 0.290
H 5.29578 -1.87301 -1.09742 -0.123 -0.102 -0.148
H 4.79445 -0.30905 -0.45184 0.013 -0.004 -0.021
H 3.92325 -0.92477 -1.85769 -0.106 -0.232 0.088
H 1.56953 -3.40216 -0.54573 0.012 0.149 0.410
H 3.11076 -4.25888 -0.36244 0.164 -0.008 -0.399
H 2.72705 -3.15353 -1.79572 0.457 -0.155 0.096
C -0.88225 -1.33446 4.17132 -0.076 0.818 -0.435
S -0.43230 -2.26274 2.64046 0.666 1.157 -0.242
O -0.39290 -1.20837 1.51984 -0.717 -2.787 2.644
C 1.29889 -2.82081 3.04974 -0.817 0.113 -0.119
H -1.91394 -1.01884 4.01606 -0.150 -0.334 -0.150
H -0.34391 -0.38714 4.20121 0.465 -0.167 -0.167
H -0.82831 -1.80991 5.15068 0.252 -0.545 -0.378
H 1.56089 -3.52399 2.25917 0.097 0.293 -0.208
H 1.26923 -3.42778 3.95462 -0.208 0.232 0.191
H 1.99944 -1.99026 3.13652 -0.211 -0.053 -0.124
C 2.84251 2.76172 3.20138 0.844 -0.359 0.016
S 2.55660 0.91319 3.41658 -0.799 1.393 -1.573
O 1.54409 0.51315 2.32654 2.202 0.623 2.904
C 4.24848 0.41872 2.87398 -0.747 -0.145 -0.337
H 3.17056 2.94495 2.17819 -0.211 -0.293 -0.113
H 3.68548 3.04521 3.83157 0.115 -0.263 0.206
H 2.05588 3.47494 3.44762 -0.507 -0.769 0.107
H 4.55255 0.91404 1.95186 -0.137 0.280 0.111
H 4.13743 -0.63869 2.63384 0.110 -0.097 0.236
H 4.97520 0.55992 3.67401 -0.180 0.062 0.016
C 0.86389 -1.41424 -3.59898 -0.287 -0.292 0.263
S -0.27967 -2.18792 -2.34141 0.405 1.102 -0.884
O -0.38844 -1.23745 -1.17629 -0.470 -0.998 -1.275
C -1.82097 -2.05727 -3.37861 0.488 0.750 0.584
H 0.77993 -2.00770 -4.50939 0.058 -0.131 0.034
H 1.88788 -1.43233 -3.22585 -0.142 -0.245 0.171
H 0.66888 -0.36781 -3.83361 -0.493 -0.028 0.357
H -1.91464 -1.01771 -3.69269 0.008 0.065 0.142
H -2.65848 -2.30009 -2.72461 0.081 -0.197 -0.078
H -1.79878 -2.67034 -4.27958 0.230 -0.291 0.309
C -2.39150 3.42020 2.01998 -0.548 0.841 0.481
S -0.56450 3.43737 2.03921 -0.066 -1.113 -1.075
O -0.12617 2.34276 1.06416 -0.493 2.834 1.267
C -0.24512 5.07014 1.29924 -0.151 0.981 -0.511
H -2.79220 4.35081 2.42186 0.475 0.526 -0.089
H -2.80968 2.73111 2.75373 0.631 -0.590 -0.249
H -2.87447 3.29649 1.05069 0.619 -0.263 -0.206
H 0.77624 5.25856 0.96842 0.312 -0.886 0.286
H -0.41537 5.86380 2.02672 -0.218 -0.330 0.500
H -0.82680 5.38384 0.43244 -0.471 -0.702 -0.061
N -1.30015 2.22012 -2.78647 1.308 -1.027 -1.199
C -1.49150 3.42398 -2.24140 -1.396 1.480 0.069
C -2.65121 3.98182 -2.81307 0.517 -1.748 0.050
C -3.08980 2.97806 -3.73186 -0.283 0.480 -1.480
C -2.17010 1.95127 -3.81784 -0.373 0.995 1.699
H -0.44434 1.70535 -2.63586 0.515 -0.238 0.654
H -0.77983 3.83277 -1.53939 -0.114 -0.216 0.068
H -3.18333 4.90788 -2.65290 0.356 -0.010 0.239
H -3.90880 3.09167 -4.42665 -0.132 0.034 0.107
H -2.03548 1.09699 -4.46475 -0.240 0.117 0.134
N -1.02362 -5.96566 0.73011 -0.201 -0.251 0.036
C -1.67298 -6.93515 1.46013 1.726 -0.992 -0.267
C -2.97871 -6.64544 1.52240 -1.991 1.665 0.008
C -3.17649 -5.34750 0.91490 2.032 -0.733 -0.891
C -1.93249 -5.03782 0.33212 -1.397 1.056 1.064
H -0.03671 -5.95629 0.51557 -0.386 -0.084 0.007
H -1.08945 -7.77588 1.80520 -0.277 -0.071 0.017
H -3.84099 -7.18687 1.88258 0.513 -0.327 0.431
H -4.07243 -4.74523 0.94579 0.073 -0.154 -0.359
H -1.60881 -4.14038 -0.17409 -0.050 -0.015 -0.050